[1]
Density functional theory data (the ωB97M-V functional and the def2-TZVPD basis) for a 2-piece molecular cluster, C2H3N2O2 overall in a non-equilibrium geometry.

Positions of all 9 atoms, in Å:
C (-0.10545, -2.47484, -0.10045)
C (0.17432, 1.72821, 0.13202)
N (-0.94101, -0.21136, 0.09399)
N (0.20396, 0.21127, 0.06676)
O (-0.64585, -2.91778, -1.06395)
O (0.66904, -2.59276, 0.80563)
H (-0.82268, 2.09152, 0.30942)
H (0.42150, 1.86789, -0.87307)
H (1.04616, 2.29785, 0.62965)

Properties
Total charge: -1
HOMO energy (eV): -1.57

natural (NBO) atomic charge list, values in e, 8 entries: C 1.0074; C -0.5530; N -0.4456; N -0.2600; O -0.6303; O -0.6259; H 0.1756; H 0.1780


[2]
Density functional theory data (the ωB97M-V functional and the def2-TZVPD basis) for C4H10N4O in the gas phase in a non-equilibrium geometry.

Positions of all 19 atoms, in Å:
C (0.08247, 0.65439, -1.41175)
C (0.76264, 0.20732, -0.13741)
C (1.53539, 1.24128, 0.48033)
C (0.16953, -0.89886, 0.47032)
H (-3.05713, 0.10479, -1.84648)
H (-2.36916, -0.83780, -0.60404)
H (0.81231, 1.13504, -1.94311)
H (1.12680, 2.17150, -0.27598)
H (2.72802, 1.02374, 0.54814)
H (0.57083, 2.12781, 1.86516)
H (1.31760, -0.84682, 2.19868)
H (-0.42403, -1.61044, 2.57800)
H (0.06819, -1.79168, -1.31325)
H (-0.94927, -2.63665, -0.01977)
N (-2.28053, 0.10270, -1.19837)
N (-1.14121, 0.46144, -1.94544)
N (0.47468, -1.49563, 1.71981)
N (-0.65570, -1.63855, -0.36790)
O (1.26187, 1.49075, 1.86838)

Properties
HOMO energy (eV): -7.69
SMILES: N/N=C\C(CO)=C(N)N

natural (NBO) atomic charge list, values in e, 8 entries: C 0.0005; C -0.3120; C -0.0757; C 0.3890; H 0.3538; H 0.3813; H 0.1735; H 0.1850